[1]
Here is C55H42ClN3O8P2S3Sn as an isolated structure from the Open Molecules 2025 dataset. Energies are from wB97M-V/def2-TZVPD.

Geometry as ORCA input:
```
! wB97M-V def2-TZVPD RIJCOSX def2/J DEFGRID3
* xyz -2 1
Sn 0.65 -0.49 -1.09
Cl -4.41 2.68 -5.82
S -1.35 -1.12 1.82
S 1.92 0.91 1.97
S -2.83 0.08 1.04
P -1.78 2.14 1.04
P 1.09 2.45 1.05
O -0.95 -1.54 -2.30
O 1.34 0.69 -2.88
O -1.08 -7.36 -6.30
O -2.27 -1.61 -4.10
O 2.08 1.70 -4.72
O 1.50 -2.43 -0.14
O -2.35 -5.71 -6.81
O 2.43 -4.44 -0.46
N -1.47 -6.21 -6.14
N -2.60 -1.86 4.26
N 1.73 -5.49 2.49
C 2.92 -4.74 2.40
C -1.98 -4.87 0.61
C -2.04 2.58 2.80
C 0.34 -3.92 -3.13
C -0.44 2.38 -5.57
C -1.82 -5.80 1.62
C 4.47 3.64 -0.92
C -2.09 -1.56 3.27
C 1.17 1.34 -3.98
C -1.39 -2.07 -3.39
C -2.86 3.82 -0.85
C -1.37 1.26 -3.67
C -5.20 4.15 -1.30
C -2.68 3.77 3.13
C -1.51 1.77 3.80
C -5.52 3.26 -0.28
C -0.40 2.29 0.16
C 4.13 -2.66 2.58
C 2.63 4.01 -2.41
C 1.18 3.73 3.56
C 5.30 -4.70 2.04
C -0.84 -5.41 -5.10
C 1.56 -3.71 -0.01
C -3.87 4.44 -1.58
C 4.15 -1.18 2.84
C -0.78 -3.41 -3.78
C 0.51 5.10 1.70
C -4.51 2.66 0.45
C -1.72 2.70 -6.02
C 5.30 -3.33 2.25
C -3.17 2.92 0.16
C 2.92 -3.37 2.68
C -2.35 3.29 5.46
C 0.94 3.87 2.20
C -1.69 2.11 5.13
C 0.31 6.17 2.56
C 1.75 3.55 -1.44
C -2.65 1.55 -4.11
C -2.81 2.28 -5.27
C 0.40 -4.36 0.72
C 0.52 6.02 3.92
C 3.99 4.05 -2.15
C 0.96 4.80 4.42
C -2.82 4.12 4.46
C -1.36 -4.16 -4.79
C 3.60 3.17 0.05
C -0.26 1.66 -4.39
C -0.87 -4.15 0.18
C -0.58 -5.99 2.21
C 0.54 -5.28 1.78
C 0.86 -5.16 -3.45
C 1.68 -2.65 3.11
C 2.23 3.13 -0.21
C 4.11 -5.40 2.11
C 0.27 -5.93 -4.43
H 1.39 -1.90 2.37
H 1.85 -2.12 4.05
H -0.48 -6.69 3.03
H 1.86 -6.44 2.78
H -3.31 5.05 4.72
H 0.81 -3.32 -2.36
H -1.87 3.25 -6.93
H -0.03 7.12 2.17
H -4.75 1.96 1.25
H 0.43 2.67 -6.13
H 5.54 3.67 -0.71
H 3.97 2.81 1.00
H -2.94 -4.69 0.16
H -3.52 1.21 -3.55
H 0.64 -6.90 -4.70
H 3.46 -0.66 2.17
H 0.69 3.48 -1.65
H -1.82 4.01 -1.08
H 1.14 4.68 5.49
H 5.15 -0.78 2.69
H 0.34 6.85 4.60
H -6.55 3.03 -0.07
H -3.62 5.12 -2.38
H -0.97 0.87 3.55
H -1.30 1.47 5.91
H -2.67 -6.39 1.96
H 1.52 2.77 3.93
H -3.05 4.41 2.34
H 0.84 -3.33 3.26
H -2.48 3.56 6.50
H 4.09 -6.47 1.92
H 1.73 -5.52 -2.90
H 3.83 -0.95 3.86
H -1.25 0.69 -2.76
H 2.26 4.31 -3.39
H 0.33 5.20 0.64
H -2.22 -3.77 -5.33
H 4.68 4.39 -2.92
H -0.98 -3.43 -0.62
H 6.22 -5.22 1.79
H -5.98 4.61 -1.89
H 6.23 -2.77 2.17
*
```

**HOMO level**: -0.1126 hartree
**Orbital gap**: 6.477 eV


[2]
Here is C29H28N5O4PReS as an isolated structure from the Open Molecules 2025 dataset. Energies are from wB97M-V/def2-TZVPD.

Geometry as ORCA input:
```
! wB97M-V def2-TZVPD RIJCOSX def2/J DEFGRID3
* xyz 2 2
Re -1.00 -0.46 1.11
S -0.03 -1.45 2.88
P 1.12 -0.73 -0.03
O -2.84 -2.77 0.74
O -2.23 -0.38 -1.78
O -2.93 -0.19 1.26
O -1.25 1.02 -0.31
N -2.39 1.30 -3.70
N -1.53 -2.40 0.46
N 0.08 1.17 3.48
N -0.86 1.12 2.45
N 1.45 -0.20 4.71
C 1.10 0.13 -4.05
C 2.44 1.12 1.49
C -5.52 2.27 0.75
C 0.94 -0.49 -2.81
C -1.86 1.86 -2.42
C 1.30 0.16 -1.63
C 4.57 -0.52 2.17
C 2.49 -0.19 1.02
C -2.94 2.16 1.78
C -0.83 -3.43 0.13
C 2.16 -5.03 -1.32
C -3.55 1.01 1.25
C 1.45 -2.44 -0.53
C 4.55 0.80 2.61
C -4.93 3.44 1.25
C 3.03 -3.98 -1.55
C -4.85 1.07 0.75
C 0.93 -4.79 -0.73
C -1.69 2.12 2.48
C 1.81 1.46 -1.71
C 0.52 -0.01 3.75
C 1.96 2.08 -2.94
C -1.78 0.70 -1.44
C 0.55 -3.50 -0.34
C 3.55 -1.02 1.38
C 1.61 1.42 -4.11
C 2.67 -2.69 -1.16
C -3.66 3.38 1.78
C 3.47 1.62 2.27
H 2.43 -6.04 -1.60
H 5.40 -1.16 2.45
H -1.38 -4.37 0.14
H -2.54 2.63 -2.04
H -6.54 2.31 0.37
H 1.70 -1.13 5.01
H -3.29 -1.92 0.89
H 1.59 1.76 1.27
H 0.55 -1.50 -2.78
H 3.58 -2.05 1.07
H 3.44 2.64 2.63
H -3.20 4.26 2.20
H 3.98 -4.15 -2.03
H -2.63 0.31 -3.45
H 3.35 -1.88 -1.35
H 5.35 1.19 3.21
H 2.12 1.98 -0.82
H 1.77 1.89 -5.07
H -1.45 2.92 3.17
H -0.88 2.29 -2.58
H 1.72 0.58 5.28
H 2.38 3.08 -2.99
H -3.22 1.78 -4.05
H -5.47 4.37 1.24
H 0.87 -0.41 -4.95
H 0.24 -5.61 -0.58
H -5.30 0.16 0.38
H -1.67 1.28 -4.42
*
```

**HOMO level (alpha / beta)**: -0.4945 / -0.4987 hartree
**Orbital gap (alpha / beta)**: 6.767 / 6.619 eV


[3]
Here is one molecule with the formula C2H3NO2S from the Open Molecules 2025 dataset. Energies are from wB97M-V/def2-TZVPD.

Geometry as ORCA input:
```
! wB97M-V def2-TZVPD RIJCOSX def2/J DEFGRID3
* xyz 0 1
S -0.89 0.46 0.01
O 1.37 1.74 0.82
O 1.51 -1.10 2.23
N 1.94 -1.16 1.19
C 0.80 0.91 0.13
C 1.66 -0.24 -0.22
H 2.74 -0.08 -0.41
H 1.51 -1.03 -0.90
H -0.99 1.07 -1.07
*
```

**HOMO level**: -0.3259 hartree
**Orbital gap**: 8.813 eV
**SMILES string**: O=NCC(=O)S


[4]
Here is an isolated ion of composition C8H5O3 and charge -1 from the Open Molecules 2025 dataset. Energies are from wB97M-V/def2-TZVPD.

Geometry as ORCA input:
```
! wB97M-V def2-TZVPD RIJCOSX def2/J DEFGRID3
* xyz -1 1
O -2.33 2.90 -0.70
O 1.87 -0.27 -0.29
O -0.07 2.92 -0.72
C -1.67 -0.17 -0.11
C -1.18 2.42 -0.56
C -1.23 -2.51 0.24
C -2.12 -1.50 0.04
C 0.22 -2.13 0.00
C 0.77 -0.96 -0.20
C -1.32 1.00 -0.15
C 1.94 1.00 0.41
H 2.68 1.56 -0.09
H 0.89 -3.06 0.09
H 0.93 1.39 0.30
H 2.22 0.90 1.43
H -1.60 -3.50 0.33
*
```

**HOMO level (alpha / beta)**: -0.1445 / -0.1624 hartree
**Orbital gap (alpha / beta)**: 6.401 / 7.691 eV


[5]
Here is C22H17F9N3NaO3S as an isolated structure from the Open Molecules 2025 dataset. Energies are from wB97M-V/def2-TZVPD.

Geometry as ORCA input:
```
! wB97M-V def2-TZVPD RIJCOSX def2/J DEFGRID3
* xyz -2 1
S 2.35 0.54 -2.24
Na 0.34 0.15 -0.31
F -2.08 -5.17 0.52
F 4.54 0.54 -3.94
F -0.71 4.86 2.02
F -0.94 1.62 -1.56
F 4.88 -0.50 -2.08
F -2.88 3.12 -2.71
F -2.39 -2.80 4.56
F 3.70 -1.41 -3.63
F -2.69 6.21 0.85
O 2.87 1.76 -1.70
O 2.00 -0.50 -1.31
O 1.52 0.66 -3.40
N -0.83 -1.75 -1.48
N 0.09 2.23 0.80
N 1.96 0.30 1.59
C 3.25 0.86 1.27
C -1.23 4.34 0.85
C 3.94 -0.24 -3.01
C -1.31 -2.50 -3.68
C -2.82 4.69 -0.95
C -1.36 2.77 -0.94
C -0.70 -1.64 -2.78
C 1.26 1.08 2.57
C -2.33 3.52 -1.52
C -2.10 -2.79 3.21
C 0.79 2.44 2.03
C -2.01 -3.94 1.16
C -1.64 -1.65 2.59
C -1.42 -1.56 1.20
C -2.12 -3.50 -3.18
C -2.28 -3.61 -1.81
C -0.75 3.09 0.32
C -1.58 -2.72 -0.97
C -1.68 -2.76 0.49
C -2.26 -3.98 2.52
C -2.23 5.07 0.25
C 2.07 -1.08 1.97
H -1.15 -2.39 -4.75
H -2.54 -4.89 3.02
H -2.63 -4.20 -3.84
H 1.65 3.10 1.87
H 1.08 -1.49 2.13
H 2.53 -1.63 1.15
H 1.89 1.25 3.48
H -3.61 5.26 -1.40
H 3.13 1.84 0.82
H 2.68 -1.22 2.88
H 3.74 0.23 0.53
H 0.17 2.90 2.82
H -1.46 -0.77 3.20
H 0.38 0.51 2.86
H -0.07 -0.83 -3.12
H -2.93 -4.38 -1.41
H 3.90 0.95 2.17
*
```

**HOMO level**: -0.0478 hartree
**Orbital gap**: 5.326 eV


[6]
Here is C4H6O2 as an isolated structure from the Open Molecules 2025 dataset. Energies are from wB97M-V/def2-TZVPD.

Geometry as ORCA input:
```
! wB97M-V def2-TZVPD RIJCOSX def2/J DEFGRID3
* xyz 0 1
O 0.10 -0.73 -2.33
O -1.34 -0.08 1.09
C 0.71 0.71 1.16
C -0.15 -0.45 -1.25
C -1.64 -0.59 0.00
C 1.30 0.50 -0.05
H -1.67 -1.69 -0.12
H 0.84 0.01 1.98
H 0.25 1.65 1.41
H -2.32 -0.07 -0.71
H 1.39 1.32 -0.76
H 1.99 -0.32 -0.19
*
```

**HOMO level**: -0.3496 hartree
**Orbital gap**: 10.012 eV


[7]
Here is one molecule with the formula C4H8N2 from the Open Molecules 2025 dataset. Energies are from wB97M-V/def2-TZVPD.

Geometry as ORCA input:
```
! wB97M-V def2-TZVPD RIJCOSX def2/J DEFGRID3
* xyz 0 1
N -0.76 0.41 -0.24
N -1.83 -0.52 -0.19
C 0.38 -0.15 0.02
C -2.96 0.05 0.20
C 1.67 0.63 0.05
C 2.86 -0.40 0.05
H 3.85 0.08 -0.18
H -3.89 -0.57 0.34
H 1.70 1.33 -0.82
H 0.45 -1.22 0.25
H 2.70 -1.14 -0.74
H -3.02 1.14 0.34
H 2.89 -0.91 1.06
H 1.76 1.32 0.92
*
```

**HOMO level**: -0.3468 hartree
**Orbital gap**: 10.217 eV
**SMILES string**: C=N/N=C/CC


[8]
Here is a 3-piece molecular cluster, C30H36F16N2O9P overall from the Open Molecules 2025 dataset. Energies are from wB97M-V/def2-TZVPD.

Geometry as ORCA input:
```
! wB97M-V def2-TZVPD RIJCOSX def2/J DEFGRID3
* xyz 1 1
P -0.82 -0.38 4.35
F -0.13 -9.11 -6.13
F 0.77 -6.69 -7.18
F 0.91 -5.84 -5.19
F 0.83 -6.31 -2.91
F 0.30 -2.58 -6.42
F 1.05 2.43 -3.11
F -1.47 -7.43 -5.77
F -1.74 1.75 -3.44
F -0.40 0.10 -3.04
F -0.48 -3.90 -3.07
F -0.65 -6.20 -1.33
F 1.67 -0.63 -3.79
F 0.89 -0.50 -6.59
F 2.70 -1.97 -5.15
F -1.27 -5.14 -4.67
F 1.45 1.38 -4.98
O -1.21 0.39 -5.13
O -3.63 0.64 0.72
O -1.09 -7.50 -3.08
O -1.93 0.84 5.01
O 0.92 5.95 0.88
O -0.60 -1.44 5.51
O 3.12 -2.18 5.32
O 2.37 -0.52 6.89
O -1.63 -1.24 3.04
N 1.83 2.40 1.96
N 1.32 -3.40 4.12
C -1.94 6.23 4.85
C -0.51 -6.26 -2.68
C -2.61 1.33 -0.08
C -1.37 5.68 2.13
C 2.08 -3.22 5.46
C -3.40 5.46 4.78
C 3.55 1.05 3.73
C 2.26 0.22 4.34
C 0.76 0.49 3.73
C -1.18 -5.03 -3.32
C -1.09 0.94 0.48
C -0.95 -1.02 -5.21
C -0.51 5.68 0.73
C 3.23 2.13 2.53
C 0.64 1.61 2.50
C 0.47 1.99 -4.26
C -2.86 4.92 2.07
C 1.62 4.91 1.65
C -3.87 4.77 3.35
C -0.70 1.04 -3.96
C -0.91 6.37 3.55
C 1.75 3.46 0.86
C 0.89 -7.01 -5.86
C 0.45 -1.43 -5.70
C -0.27 -8.31 -3.94
C -0.83 1.89 1.84
C 1.49 -1.69 -4.60
C 3.16 5.50 1.92
C -0.25 -7.94 -5.43
C 2.56 -0.82 5.57
H -0.96 6.57 0.07
H -2.85 2.49 0.00
H 0.31 -3.61 4.36
H -3.21 4.40 1.06
H -0.98 -0.22 0.73
H 2.84 3.47 0.36
H 0.15 6.92 3.62
H 0.73 -8.44 -3.53
H 3.76 4.86 2.70
H -1.66 -1.38 -5.96
H 1.86 -7.50 -5.73
H 3.67 5.55 0.87
H -4.12 5.36 5.73
H -1.23 -1.54 -4.29
H 1.34 -2.99 6.34
H -0.93 2.99 1.46
H -0.73 -9.30 -3.88
H -3.59 -0.36 0.56
H -2.66 1.04 -1.23
H 2.99 6.57 2.41
H 1.17 4.70 2.71
H -0.75 4.69 0.11
H 0.13 2.86 -4.83
H -2.20 -4.90 -2.94
H -1.42 1.57 5.46
H -1.64 6.68 5.92
H 2.57 -4.27 5.70
H 1.20 -2.54 -3.99
H 4.17 2.73 2.10
H -2.60 -0.98 3.03
H 0.90 3.26 0.08
H -0.31 1.25 -0.35
H -4.90 4.18 3.21
H 4.61 0.84 4.19
H -1.74 1.68 2.54
H 1.37 -2.48 3.61
*
```

**HOMO level**: -0.4076 hartree
**Orbital gap**: 5.721 eV


[9]
Here is C26H49FN5O3OsSi4 as an isolated structure from the Open Molecules 2025 dataset. Energies are from wB97M-V/def2-TZVPD.

Geometry as ORCA input:
```
! wB97M-V def2-TZVPD RIJCOSX def2/J DEFGRID3
* xyz 3 5
Os -0.14 0.87 0.38
Si -3.69 2.14 -0.50
Si -3.31 -0.59 2.39
Si -2.35 0.21 0.09
Si -2.68 -1.64 -1.45
F 6.31 0.40 -2.41
O 0.90 -0.01 3.93
O 0.16 -0.35 1.86
O 1.96 0.67 -0.07
N 4.80 0.31 2.86
N -0.05 2.58 -0.88
N 0.52 3.48 0.10
N 8.35 0.33 -0.43
N 10.80 1.28 -0.40
C 3.51 0.19 3.15
C -5.12 -0.79 2.15
C -3.12 2.44 -2.26
C -3.09 3.50 0.66
C 6.56 0.36 1.19
C -1.91 -3.14 -0.71
C 8.88 0.58 -1.78
C 1.12 -0.02 2.75
C 10.50 0.33 0.73
C -4.52 -1.73 -1.66
C 2.50 0.22 2.21
C -1.81 -1.01 -2.96
C -5.52 1.96 -0.42
C 9.26 -0.49 0.37
C 5.51 1.09 5.17
C 4.65 0.50 -0.81
C 10.40 0.69 -1.72
C -2.40 -2.16 2.73
C 2.82 0.46 0.86
C 5.78 0.29 3.94
C 4.23 0.46 0.53
C 6.99 0.38 -0.13
C -2.80 0.86 3.41
C 5.97 0.44 -1.12
C 5.20 0.38 1.53
C 6.58 1.53 4.22
H -5.03 -1.94 -0.73
H -2.94 0.60 4.47
H -1.73 -1.81 -3.71
H -2.99 3.52 -2.45
H 4.60 1.69 5.21
H -3.89 2.10 -2.96
H 8.63 -0.21 -2.49
H 8.78 -0.82 1.29
H 11.37 -0.32 0.86
H 3.92 0.53 -1.61
H -2.10 3.28 1.07
H -5.96 2.91 -0.75
H 6.26 -0.68 4.06
H -5.57 -1.01 3.13
H 6.36 2.39 3.60
H -2.20 1.92 -2.53
H 9.54 -1.39 -0.18
H -4.91 -0.80 -2.08
H 10.90 -0.28 -1.79
H 0.69 2.34 -1.54
H -1.35 -2.09 2.42
H 10.36 0.92 1.63
H 11.79 1.53 -0.40
H 10.28 2.15 -0.26
H 7.29 0.33 1.99
H 10.78 1.32 -2.52
H -2.52 -3.56 0.08
H -0.92 -2.93 -0.31
H -2.35 -0.19 -3.43
H -4.77 -2.53 -2.36
H -2.40 -2.33 3.81
H -1.74 1.08 3.29
H -0.79 -0.68 -2.73
H -5.88 1.78 0.60
H -0.81 3.01 -1.41
H 7.61 1.41 4.50
H -0.25 3.90 0.61
H -1.79 -3.92 -1.48
H -5.90 1.17 -1.06
H -2.87 -3.01 2.25
H -3.06 4.47 0.16
H -5.59 0.12 1.77
H 8.46 1.51 -2.16
H 3.25 0.06 4.19
H 1.05 4.21 -0.35
H -3.39 1.74 3.19
H 5.80 0.66 6.12
H -3.76 3.61 1.51
H -5.35 -1.62 1.49
*
```

**HOMO level (alpha / beta)**: -0.5457 / -0.5645 hartree
**Orbital gap (alpha / beta)**: 7.544 / 5.932 eV


[10]
Here is a 2-piece molecular cluster, CH4F2Si overall from the Open Molecules 2025 dataset. Energies are from wB97M-V/def2-TZVPD.

Geometry as ORCA input:
```
! wB97M-V def2-TZVPD RIJCOSX def2/J DEFGRID3
* xyz 0 1
Si -2.16 0.22 -0.21
F -2.52 -1.27 -0.58
F -3.43 0.93 -0.84
C 2.27 -0.06 0.62
H 1.73 0.77 1.20
H 3.29 0.13 0.52
H -0.93 0.20 -1.09
H 1.74 -0.91 0.38
*
```

**HOMO level (alpha / beta)**: -0.3376 / -0.3348 hartree
**Orbital gap (alpha / beta)**: 9.175 / 7.445 eV


no.,largest force on an atom (eV Å⁻¹),E_tot (eV)
1,1.5,-148007.6328
2,1.0,-68409.6852
3,5.0,-18538.4478
4,3.7,-14513.1920
5,3.1,-73412.9626
6,1.3,-8336.7612
7,3.2,-7255.8615
8,9.7,-105843.1794
9,0.9,-78021.3624
10,4.3,-14413.4447